No. 1
{"formula": "AsF6H28O14", "method": "ωB97M-V/def2-TZVPD", "de_lowest_kcal_mol": 422.03, "gap_ev": 7.486, "lumo_energy_ev": 0.43, "charge": -1, "largest_force_ha_per_bohr": 0.2125, "homo_energy_ha": -0.25916, "symbols": ["As", "F", "F", "F", "F", "F", "F", "O", "O", "O", "O", "O", "O", "O", "O", "O", "O", "O", "O", "O", "O", "H", "H", "H", "H", "H", "H", "H", "H", "H", "H", "H", "H", "H", "H", "H", "H", "H", "H", "H", "H", "H", "H", "H", "H", "H", "H", "H", "H"], "coordinates": [[0.15483, -0.15242, 0.22583], [0.17957, -1.89479, -0.13209], [-0.58967, 0.18961, -1.34025], [1.79955, 0.06566, -0.46669], [-1.50299, -0.48042, 0.99962], [0.93100, -0.43102, 1.82026], [0.16850, 1.63643, 0.48507], [1.52241, 2.78553, -1.33385], [-0.50342, -2.30312, -2.28768], [0.50787, 2.38197, 2.45013], [-0.71510, 2.91831, -1.76426], [-2.43817, -0.92597, -2.51558], [-2.29640, 1.37550, -0.61680], [-1.13402, 0.77357, 2.75534], [-0.31735, -4.35117, -0.97722], [3.03947, 0.99544, -1.82306], [-3.52531, -1.12553, 0.85937], [2.84946, -1.03668, 2.28366], [0.95295, 0.16539, -2.96072], [1.74798, 0.81719, 3.03341], [-1.50668, -2.41776, 1.77208], [-0.10680, 3.09632, 2.61778], [2.37582, 1.53117, 2.92252], [-0.74568, 0.70079, 1.88348], [0.89115, 1.24014, 2.97693], [2.80536, -1.69555, 1.59072], [0.80790, 2.52906, 1.55315], [-0.59511, -2.38746, 2.06251], [-0.13746, -4.96799, -0.26770], [-0.81110, -3.16190, -1.99774], [0.92004, 1.05160, -3.32096], [0.72829, 0.27350, -2.03656], [-1.78255, -1.47128, -2.08081], [0.21767, 2.89420, -1.97780], [-3.64691, -0.99754, -0.08140], [-2.58802, -0.99217, 1.00054], [2.23903, -0.35407, 2.00498], [2.60466, 0.22415, -1.45937], [-0.25241, -1.85319, -1.48096], [-2.03041, -0.06202, -2.57521], [-0.03649, -3.50269, -0.63458], [-0.92795, -0.05909, 3.18011], [-1.69530, -1.52590, 1.48009], [1.98556, 2.04985, -0.93323], [3.64743, 1.27356, -1.13803], [2.15318, 3.16003, -1.94876], [-2.03966, 0.45604, -0.68679], [-2.39418, 1.52648, 0.32335], [-0.91050, 2.03818, -1.44267]]}

***

No. 2
{"formula": "C13H31ClN2OSSi2", "method": "ωB97M-V/def2-TZVPD", "de_lowest_kcal_mol": 10.99, "gap_ev": 3.148, "lumo_energy_ev": -1.92, "charge": 0, "largest_force_ha_per_bohr": 0.0536, "homo_energy_ha": -0.18627, "symbols": ["Cl", "S", "Si", "Si", "O", "N", "N", "C", "C", "C", "C", "C", "C", "C", "C", "C", "C", "C", "C", "C", "H", "H", "H", "H", "H", "H", "H", "H", "H", "H", "H", "H", "H", "H", "H", "H", "H", "H", "H", "H", "H", "H", "H", "H", "H", "H", "H", "H", "H", "H", "H"], "coordinates": [[0.70150, 2.42406, -1.59684], [6.35394, -0.31381, -1.54121], [-4.68668, -2.35220, 0.53411], [-2.23925, -1.12285, -0.63920], [0.70080, 3.89000, 0.55111], [-3.04675, -2.33125, 0.17691], [5.63433, 0.43727, 0.97368], [-2.29235, 0.56196, 0.23659], [1.39238, 3.43004, -0.32786], [3.45141, 2.17196, -0.13274], [-0.39760, -1.59607, -0.75726], [2.88264, 3.57255, -0.37418], [-5.07894, -3.95077, 1.46908], [-2.83260, -0.85668, -2.42124], [5.15940, 0.47386, -0.43740], [4.89768, 1.40271, 1.87368], [4.78553, 1.90066, -0.81005], [-5.80801, -2.33825, -0.99535], [3.52648, 1.79419, 1.37373], [-5.24782, -0.92612, 1.65379], [-4.56868, -0.81937, 2.50173], [5.53244, 2.59192, -0.43062], [5.53974, 2.24058, 2.07715], [3.20491, 4.31387, 0.33766], [6.61317, 0.71645, 0.96346], [-6.14315, -4.00911, 1.72767], [-3.80163, -0.35512, -2.44887], [-2.05245, 0.44740, 1.29545], [-2.12770, -0.23099, -2.98769], [4.71371, 1.96349, -1.87951], [-6.84343, -2.58185, -0.72614], [-4.50109, -4.00162, 2.39425], [-0.28151, -2.53606, -1.30022], [-4.83035, -4.81963, 0.85649], [3.25032, 2.66855, 1.94563], [5.59765, -0.52280, 1.30381], [2.78359, 1.04239, 1.58398], [3.18260, 3.87911, -1.36804], [-5.28052, 0.02235, 1.11266], [-5.82184, -1.35755, -1.47647], [-5.46755, -3.07701, -1.72295], [-6.25487, -1.10955, 2.04884], [4.24288, -0.09634, -0.48606], [2.75910, 1.47868, -0.59029], [-1.56755, 1.26259, -0.19978], [-2.92087, -1.81328, -2.93822], [0.18008, -0.82154, -1.28541], [-3.27649, 1.02580, 0.15079], [4.76694, 0.90202, 2.82059], [0.02532, -1.71612, 0.24393], [5.49114, -0.95853, -2.33316]]}

***

No. 3
{"formula": "C19H34CdF6OP2", "method": "ωB97M-V/def2-TZVPD", "de_lowest_kcal_mol": 0.00, "gap_ev": 6.727, "lumo_energy_ev": 0.17, "charge": 0, "largest_force_ha_per_bohr": 0.0922, "homo_energy_ha": -0.24113, "symbols": ["Cd", "P", "P", "F", "F", "F", "F", "F", "F", "O", "C", "C", "C", "C", "C", "C", "C", "C", "C", "C", "C", "C", "C", "C", "C", "C", "C", "C", "C", "H", "H", "H", "H", "H", "H", "H", "H", "H", "H", "H", "H", "H", "H", "H", "H", "H", "H", "H", "H", "H", "H", "H", "H", "H", "H", "H", "H", "H", "H", "H", "H", "H", "H"], "coordinates": [[0.00000, 0.00000, 0.00000], [1.55388, 0.33382, -1.61852], [-0.45626, 2.21337, -0.19779], [-1.14651, -5.23569, 0.25510], [1.25422, -4.93998, -0.61377], [-1.86145, -4.19053, -1.60405], [0.63788, -3.74225, -2.40470], [-2.49934, -3.45647, 0.41207], [2.09831, -2.90273, -0.89026], [-0.62542, -1.80677, -0.84054], [1.30859, 2.03107, -2.34332], [2.24799, 6.75670, -2.55026], [-0.52601, 3.29480, 1.28379], [0.86828, 3.00548, -1.23882], [-1.44476, -4.00145, -0.29753], [-2.00780, 2.66854, -1.07514], [-0.21877, -3.05015, -0.25583], [0.95654, -3.66323, -1.06028], [3.65404, 6.98658, -3.05003], [1.15991, 6.39852, -3.24231], [2.26894, 5.85304, -5.53667], [1.61541, -0.74897, -3.09952], [3.05036, 4.66045, -5.04002], [0.26633, -2.90360, 1.20782], [3.95519, 4.60133, -4.05571], [4.48058, 5.68555, -3.15176], [-1.41595, -0.31246, 1.54328], [3.31534, 0.35487, -1.08837], [0.99027, 6.12489, -4.71377], [0.53191, 3.96235, -1.65529], [1.93540, -1.74748, -2.78793], [4.39332, 3.62172, -3.85993], [2.12092, 6.87402, -1.47392], [2.88887, 6.75079, -5.57247], [-2.12340, 0.51385, 1.69062], [3.65752, 7.50816, -4.00889], [1.95931, 5.65853, -6.57036], [2.81625, 3.72051, -5.54012], [0.23978, 6.27958, -2.66879], [1.70830, 3.21544, -0.56559], [0.39442, 3.15821, 1.85869], [3.61128, -0.66372, -0.82113], [3.41593, 0.97866, -0.19592], [-0.54152, -2.67062, 1.91584], [-2.03917, 3.73473, -1.32617], [2.30538, -0.36750, -3.86005], [-1.38833, 3.06665, 1.91964], [-2.09330, 2.07421, -1.98900], [2.21242, 2.38246, -2.85507], [5.50718, 5.94102, -3.45824], [-0.57301, 4.33859, 0.96175], [0.32353, 5.25685, -4.81366], [-1.99166, -1.22406, 1.34858], [0.61082, -0.83155, -3.52311], [0.44470, 6.96397, -5.17345], [4.16907, 7.64889, -2.34426], [4.57747, 5.25758, -2.14402], [0.51821, 1.93577, -3.09781], [-2.85749, 2.42030, -0.43269], [-0.86742, -0.45690, 2.48430], [1.06647, -2.13689, 1.28433], [0.67716, -3.86644, 1.58050], [3.97630, 0.73214, -1.87659]]}

***

Repeat the third record exactly.
{"formula": "C19H34CdF6OP2", "method": "ωB97M-V/def2-TZVPD", "de_lowest_kcal_mol": 0.00, "gap_ev": 6.727, "lumo_energy_ev": 0.17, "charge": 0, "largest_force_ha_per_bohr": 0.0922, "homo_energy_ha": -0.24113, "symbols": ["Cd", "P", "P", "F", "F", "F", "F", "F", "F", "O", "C", "C", "C", "C", "C", "C", "C", "C", "C", "C", "C", "C", "C", "C", "C", "C", "C", "C", "C", "H", "H", "H", "H", "H", "H", "H", "H", "H", "H", "H", "H", "H", "H", "H", "H", "H", "H", "H", "H", "H", "H", "H", "H", "H", "H", "H", "H", "H", "H", "H", "H", "H", "H"], "coordinates": [[0.00000, 0.00000, 0.00000], [1.55388, 0.33382, -1.61852], [-0.45626, 2.21337, -0.19779], [-1.14651, -5.23569, 0.25510], [1.25422, -4.93998, -0.61377], [-1.86145, -4.19053, -1.60405], [0.63788, -3.74225, -2.40470], [-2.49934, -3.45647, 0.41207], [2.09831, -2.90273, -0.89026], [-0.62542, -1.80677, -0.84054], [1.30859, 2.03107, -2.34332], [2.24799, 6.75670, -2.55026], [-0.52601, 3.29480, 1.28379], [0.86828, 3.00548, -1.23882], [-1.44476, -4.00145, -0.29753], [-2.00780, 2.66854, -1.07514], [-0.21877, -3.05015, -0.25583], [0.95654, -3.66323, -1.06028], [3.65404, 6.98658, -3.05003], [1.15991, 6.39852, -3.24231], [2.26894, 5.85304, -5.53667], [1.61541, -0.74897, -3.09952], [3.05036, 4.66045, -5.04002], [0.26633, -2.90360, 1.20782], [3.95519, 4.60133, -4.05571], [4.48058, 5.68555, -3.15176], [-1.41595, -0.31246, 1.54328], [3.31534, 0.35487, -1.08837], [0.99027, 6.12489, -4.71377], [0.53191, 3.96235, -1.65529], [1.93540, -1.74748, -2.78793], [4.39332, 3.62172, -3.85993], [2.12092, 6.87402, -1.47392], [2.88887, 6.75079, -5.57247], [-2.12340, 0.51385, 1.69062], [3.65752, 7.50816, -4.00889], [1.95931, 5.65853, -6.57036], [2.81625, 3.72051, -5.54012], [0.23978, 6.27958, -2.66879], [1.70830, 3.21544, -0.56559], [0.39442, 3.15821, 1.85869], [3.61128, -0.66372, -0.82113], [3.41593, 0.97866, -0.19592], [-0.54152, -2.67062, 1.91584], [-2.03917, 3.73473, -1.32617], [2.30538, -0.36750, -3.86005], [-1.38833, 3.06665, 1.91964], [-2.09330, 2.07421, -1.98900], [2.21242, 2.38246, -2.85507], [5.50718, 5.94102, -3.45824], [-0.57301, 4.33859, 0.96175], [0.32353, 5.25685, -4.81366], [-1.99166, -1.22406, 1.34858], [0.61082, -0.83155, -3.52311], [0.44470, 6.96397, -5.17345], [4.16907, 7.64889, -2.34426], [4.57747, 5.25758, -2.14402], [0.51821, 1.93577, -3.09781], [-2.85749, 2.42030, -0.43269], [-0.86742, -0.45690, 2.48430], [1.06647, -2.13689, 1.28433], [0.67716, -3.86644, 1.58050], [3.97630, 0.73214, -1.87659]]}